--- A ---
Below is an isolated molecule of C5H8N4, with properties calculated with ωB97M-V/def2-TZVPD.

Computed properties:
SMILES string: C[C@@](N)(C#N)C(N)=C=N
HOMO-LUMO gap in eV: 8.9
LUMO level in eV: 0.6122

Structure (XYZ):
```
17
C5H8N4, DFT ωB97M-V/def2-TZVPD
C -1.70085 0.01441 -0.75766
C -0.29273 0.50149 -0.38880
N 0.39316 0.90121 -1.60895
C -0.42827 1.65984 0.48279
N -0.54351 2.54718 1.19350
C 0.48618 -0.56492 0.40064
N 0.38628 -1.89999 -0.07572
C 1.27211 -0.17644 1.36948
N 2.18463 0.24370 2.06231
H -1.62811 -0.82857 -1.44006
H -2.23091 0.82055 -1.25835
H -2.25545 -0.27611 0.13227
H 0.56265 0.08332 -2.18413
H 1.28478 1.33683 -1.40015
H -0.55618 -2.26796 0.00471
H 1.02847 -2.50876 0.41643
H 2.03775 0.41422 3.05168
```

***

--- B ---
Below is a structure of composition C5H8N4, with properties calculated with ωB97M-V/def2-TZVPD.

Computed properties:
HOMO-LUMO gap in eV: 9.5
LUMO level in eV: 0.6272

Structure (XYZ):
```
17
C5H8N4, DFT ωB97M-V/def2-TZVPD
C 1.04290 -0.05265 1.36053
C 0.79215 -0.32326 -0.15837
C -0.07406 -1.48151 -0.71497
C -1.03269 -0.28397 -1.07065
C -0.30525 1.81902 -1.41749
H -0.64793 -1.12214 2.53464
H -1.01120 0.66152 2.23788
H 1.32196 1.01427 1.51809
H 1.71051 -0.87719 1.76901
H 1.76382 -0.25975 -0.44440
H -0.32813 -2.15735 0.42810
H 0.12773 -2.08163 -1.63709
H 0.28060 2.65628 -1.45068
N -0.23829 -0.10718 2.12804
N -1.80325 0.31631 -2.16149
N -1.42483 1.61882 -2.22313
N -0.17405 0.66040 -0.69800
```

***

Stability check: which of them is most stable? A.

***

--- A ---
Below is a cluster of 2 separate species, C2H5N2O2 in total, with properties calculated with ωB97M-V/def2-TZVPD.

Computed properties:
Total charge: +1
HOMO-LUMO gap in eV: 11.3
LUMO level in eV: -3.7804

Structure (XYZ):
```
11
C2H5N2O2, DFT ωB97M-V/def2-TZVPD
C -1.28554 0.17346 -0.32343
C 3.32223 -0.17051 -0.25772
N -2.22434 -0.64549 0.01308
N -0.21768 0.33292 0.41647
O 4.41866 -0.47376 -0.30845
O 0.61154 1.28880 0.09331
H -1.23786 0.83490 -1.25097
H 1.48936 0.85915 0.15976
H -2.84451 -0.87857 -0.75349
H -2.02588 -1.25816 0.82091
H -0.00598 -0.06274 1.39054
```

***

--- B ---
Below is the ion C2H5N2O2 with charge +1, with properties calculated with ωB97M-V/def2-TZVPD.

Computed properties:
SMILES string: [NH2+]=C1NOCO1
Total charge: +1
HOMO-LUMO gap in eV: 11.4
LUMO level in eV: -3.5859

Structure (XYZ):
```
11
C2H5N2O2, DFT ωB97M-V/def2-TZVPD
N -1.93995 -0.01324 0.06072
C -0.65514 0.13191 0.08978
N 0.17995 1.12221 0.02371
O 1.50855 0.72168 0.09737
C 1.51169 -0.69092 -0.10474
O 0.21722 -1.15026 0.18113
H -2.58133 0.76909 0.01028
H -2.31991 -0.95262 0.11142
H 0.07984 2.12903 0.09319
H 2.23524 -1.13765 0.58921
H 1.76383 -0.92925 -1.15207
```

***

Stability check: which of them is most stable? A.

***

--- A ---
Below is a cluster of 2 separate species, C4H12NO2 in total, with properties calculated with ωB97M-V/def2-TZVPD.

Computed properties:
Total charge: -1
HOMO-LUMO gap in eV: 6.9
LUMO level in eV: 4.0611

Structure (XYZ):
```
19
C4H12NO2, DFT ωB97M-V/def2-TZVPD
C 1.15394 -1.22645 -1.44148
O 1.98406 -0.20041 -1.73796
C 0.04796 -0.76860 -0.44657
C 0.67509 -0.63516 0.94372
C -0.01209 0.24859 1.94905
N -0.45607 0.54383 -0.93286
H 0.64262 -1.56513 -2.36774
H 1.69333 -2.06674 -0.94488
H -0.81687 -1.43862 -0.46764
H 0.78218 -1.66443 1.29047
H 1.69545 -0.29580 0.77105
H -1.03723 -0.05821 2.19417
H -0.12533 1.27570 1.59145
H 0.51025 0.32690 2.89971
H 0.45735 0.97767 -1.18170
H -0.87923 0.39876 -1.84418
H -2.43906 1.98120 -0.74073
H -1.51162 1.84626 0.30583
O -2.36472 2.32063 0.16029
```

***

--- B ---
Below is a cluster of 2 separate species, C4H12NO2 in total, with properties calculated with ωB97M-V/def2-TZVPD.

Computed properties:
Total charge: -1
HOMO-LUMO gap in eV: 8.0
LUMO level in eV: 4.3151

Structure (XYZ):
```
19
C4H12NO2, DFT ωB97M-V/def2-TZVPD
C -1.70457 2.00457 -0.10631
N -0.61711 2.52012 0.71876
C 0.29047 1.43936 1.18802
O 0.92322 0.72350 0.21630
H -1.34234 1.32084 -0.88527
H -2.22543 2.82444 -0.60659
H -2.41042 1.44132 0.50544
H -0.04142 3.10286 0.11801
H -0.33143 0.79923 1.84339
H 1.01952 1.96961 1.83103
C 0.19537 -2.28532 -0.15731
O -0.63720 -1.16412 -0.32264
C 1.44762 -2.22474 -1.02293
H 0.49946 -2.36591 0.89762
H -0.39061 -3.18262 -0.38972
H 0.01596 -0.29555 -0.12514
H 2.03794 -1.34932 -0.75874
H 2.05723 -3.12292 -0.85776
H 1.21373 -2.15537 -2.08615
```

***

--- C ---
Below is a cluster of 2 separate species, C4H12NO2 in total, with properties calculated with ωB97M-V/def2-TZVPD.

Computed properties:
Total charge: -1
HOMO-LUMO gap in eV: 6.6
LUMO level in eV: 4.0032

Structure (XYZ):
```
19
C4H12NO2, DFT ωB97M-V/def2-TZVPD
C 0.49821 -1.68044 0.36080
C 0.69618 -0.03126 0.67123
C 2.01096 0.32416 -0.09062
N -0.43137 0.84851 0.35770
C -0.78855 0.79794 -1.07327
O -0.07830 1.58350 -1.87413
H 0.48558 -1.94132 -0.73188
H 1.03633 -2.43698 0.90655
H -0.52380 -1.98345 0.56284
H 0.86242 0.00580 1.79048
H 1.68999 0.71159 -1.12646
H 2.62475 1.05141 0.48918
H 2.76569 -0.53995 -0.23710
H -0.05003 1.78368 0.67151
H -0.74901 -0.26003 -1.49886
H -1.96004 0.95576 -1.22360
H -2.68047 1.06931 0.54312
H -2.39783 -0.46668 0.55645
O -3.01071 0.20844 0.94607
```

***

--- D ---
Below is a cluster of 2 separate species, C4H12NO2 in total, with properties calculated with ωB97M-V/def2-TZVPD.

Computed properties:
Total charge: -1
HOMO-LUMO gap in eV: 6.9
LUMO level in eV: 4.0537

Structure (XYZ):
```
19
C4H12NO2, DFT ωB97M-V/def2-TZVPD
C 0.37678 -1.58866 -0.79409
C 0.60466 -0.12920 -0.51491
C 1.90124 0.06748 0.33154
N -0.49288 0.53855 0.22306
C -1.25421 -0.38921 1.19802
O -0.52298 -0.78072 2.24905
H 0.24794 -2.18505 0.11050
H 1.18128 -2.00617 -1.39461
H -0.53540 -1.65965 -1.38263
H 0.65186 0.46117 -1.43824
H 1.66873 -0.28876 1.34615
H 2.35949 1.06226 0.39670
H 2.60890 -0.69725 -0.03996
H -0.43628 1.31663 0.86996
H -1.55732 -1.18732 0.49032
H -2.17558 0.15779 1.42747
H -1.38913 3.11866 -0.79098
H -1.39779 1.70578 -0.91034
O -1.83931 2.48364 -1.37701
```

***

Stability check: which of them is most stable? B.

***

--- A ---
Below is a cluster of 2 separate species, C4H12NO2 in total, with properties calculated with ωB97M-V/def2-TZVPD.

Computed properties:
Total charge: -1
HOMO-LUMO gap in eV: 6.6
LUMO level in eV: 3.7733

Structure (XYZ):
```
19
C4H12NO2, DFT ωB97M-V/def2-TZVPD
C -1.00370 0.44957 -1.57743
C -1.52955 -0.67641 -0.65397
N -1.34395 -0.52213 0.78573
C 0.09907 -0.36717 1.15446
C 0.45040 1.16026 1.40618
O -0.55929 1.97643 1.05756
H -1.27865 0.14253 -2.58031
H 0.00562 0.74562 -1.32994
H -1.67974 1.29962 -1.45501
H -2.57128 -0.84166 -0.87303
H -1.00637 -1.59680 -0.94945
H -1.60507 0.47593 0.95694
H 0.65826 -0.81765 0.31626
H 0.23386 -1.01881 2.01587
H 0.68026 1.20613 2.50341
H 1.41686 1.38739 0.89089
H 2.72669 -0.72051 0.13743
H 2.96003 -1.12665 -1.34539
O 3.34653 -1.15568 -0.46020
```

***

--- B ---
Below is a structure of composition C4H12NO2, with properties calculated with ωB97M-V/def2-TZVPD.

Computed properties:
Total charge: -1
HOMO-LUMO gap in eV: 7.2
LUMO level in eV: 3.6326

Structure (XYZ):
```
19
C4H12NO2, DFT ωB97M-V/def2-TZVPD
C -0.24055 -0.02344 0.66556
N -0.88056 -0.49016 -0.50445
C 0.08096 -1.24415 -1.26089
O 0.50378 -0.36299 -2.24493
C -1.07571 0.68715 1.69059
C -0.10114 1.10247 2.77010
H 0.71789 0.44282 0.37477
H -0.36331 -0.97094 1.27546
H -1.31015 0.20167 -1.06035
H -0.64274 -1.99621 -1.64237
H 0.89192 -1.56163 -0.46930
H -1.60952 1.52580 1.19165
H -1.94551 0.12773 1.96594
H 0.84937 0.70429 2.68347
H -0.48944 0.69196 3.64127
H -0.02668 2.22163 2.78413
H 2.04672 0.10942 -4.70929
H 1.44970 -0.54072 -3.08039
O 2.14498 -0.62473 -4.07096
```

***

--- C ---
Below is a structure of composition C4H12NO2, with properties calculated with ωB97M-V/def2-TZVPD.

Computed properties:
Total charge: -1
HOMO-LUMO gap in eV: 7.6
LUMO level in eV: 3.9030

Structure (XYZ):
```
19
C4H12NO2, DFT ωB97M-V/def2-TZVPD
C -1.11812 0.69393 0.81067
O -2.02726 0.14119 -0.03703
C 0.29135 0.66146 0.19273
C 0.80664 -0.76207 0.11909
C 1.89442 -1.11807 -0.87846
N 2.96337 -0.10793 -1.06222
H -1.04021 0.15110 1.76697
H -1.34811 1.75402 1.04213
H 0.99958 1.28971 0.76215
H 0.21613 1.10055 -0.80283
H -0.01583 -1.47018 -0.09129
H 1.10131 -1.12828 1.11263
H 2.38265 -2.05201 -0.59621
H 1.42431 -1.23854 -1.85889
H 2.56069 0.68896 -1.53621
H 3.26052 0.21392 -0.14943
H -3.23419 0.23694 0.38674
H -4.81159 0.62408 0.02769
O -4.30565 0.32122 0.79179
```

***

Stability check: which of them is most stable? C.